The following is a DFT calculation (ωB97M-V/def2-TZVPD) of a 9-piece molecular cluster, C39H77FN2O11 overall.

Each line ends with the Löwdin charge.
CARTESIAN COORDINATES (ANGSTROEM)
C1 10.45782 -24.39493 30.18656  -0.036
C2 11.57354 -23.67057 30.90034  -0.498
C3 12.70519 -24.67938 31.11055  -0.112
C4 14.11077 -24.11614 31.36518  -0.160
C5 14.41017 -22.97364 30.41165  -0.129
C6 13.31612 -21.92130 30.34004  -0.521
N1 12.04825 -22.56614 30.06756  -0.085
O1 11.01032 -21.64072 29.85732  -0.021
C7 13.27182 -21.02865 31.57985  -0.032
C8 13.66591 -21.02599 29.16212  -0.037
C9 11.07996 -23.18559 32.26824  -0.025
H1 10.84380 -24.88328 29.29079  0.071
H2 9.55777 -23.82283 29.98525  0.072
H3 10.20309 -25.26137 30.80896  0.072
H4 12.40716 -25.27393 31.97743  0.128
H5 12.74789 -25.30772 30.21630  0.116
H6 14.81280 -24.94310 31.25987  0.089
H7 14.18125 -23.88245 32.43731  0.097
H8 14.51944 -23.49927 29.45775  0.116
H9 15.34935 -22.45412 30.61199  0.117
H10 14.05402 -20.26265 31.54873  0.087
H11 12.35361 -20.43095 31.56696  0.083
H12 13.30679 -21.52444 32.54865  0.062
H13 13.71521 -21.53452 28.19899  0.078
H14 12.98982 -20.16571 29.09500  0.087
H15 14.63217 -20.54093 29.33108  0.090
H16 10.34041 -23.85319 32.72813  0.078
H17 10.60448 -22.20416 32.31210  0.076
H18 11.92438 -23.11935 32.95969  0.060
H19 10.89627 -21.57390 28.90223  0.073
C10 8.12162 -20.50801 36.90743  -0.029
C11 9.34568 -20.94495 37.71900  -0.534
C12 9.44837 -22.47432 37.67866  -0.135
C13 10.01700 -23.04457 36.38057  -0.172
C14 11.34965 -22.39720 36.11893  -0.135
C15 11.29467 -20.87424 36.07544  -0.508
N2 10.59189 -20.37159 37.23930  -0.119
O2 10.63370 -18.97377 37.40420  -0.002
C16 12.73223 -20.35290 36.07695  -0.030
C17 10.61736 -20.38849 34.75832  -0.010
C18 9.14719 -20.53732 39.15469  -0.044
H20 7.21392 -20.88757 37.38315  0.091
H21 8.13584 -20.76807 35.85251  0.066
H22 8.01572 -19.41892 36.98608  0.083
H23 9.98774 -22.83780 38.55837  0.123
H24 8.42940 -22.84782 37.82683  0.120
H25 9.28016 -22.95619 35.57650  0.093
H26 10.06312 -24.12566 36.55275  0.114
H27 11.75656 -22.68679 35.14111  0.104
H28 12.11793 -22.69956 36.83432  0.126
H29 12.80375 -19.26862 36.13202  0.083
H30 13.26859 -20.73636 36.95054  0.089
H31 13.24724 -20.72914 35.19007  0.071
H32 10.02067 -21.20554 34.33609  0.064
H33 9.84299 -19.63458 34.92035  0.073
H34 11.33117 -20.07228 34.00000  0.073
H35 8.67374 -21.30741 39.77671  0.085
H36 8.56937 -19.62959 39.32179  0.083
H37 10.12995 -20.44862 39.62647  0.094
H38 10.46768 -18.60051 36.52379  0.088
C19 7.40586 -20.93942 28.12699  -0.014
C20 8.09726 -22.25049 27.92582  -0.476
O3 9.27677 -22.30352 27.66924  0.048
C21 7.24523 -23.50728 27.90495  0.002
H39 7.26697 -20.29716 27.25502  0.093
H40 7.98326 -20.28079 28.78668  0.090
H41 6.42728 -21.07025 28.59449  0.081
H42 6.28175 -23.31177 27.43999  0.085
H43 7.11647 -23.84674 28.93398  0.075
H44 7.80842 -24.22902 27.31696  0.075
C22 16.60995 -23.66840 34.69807  -0.021
C23 17.35444 -22.58764 33.96578  -0.501
O4 18.56310 -22.58318 33.91318  0.061
C24 16.56333 -21.41154 33.44432  -0.011
H45 16.09017 -23.23914 35.55358  0.085
H46 17.31048 -24.44306 35.00072  0.086
H47 15.92696 -24.17429 34.01076  0.064
H48 17.21706 -20.71414 32.92760  0.085
H49 15.99025 -20.91771 34.22806  0.082
H50 15.86060 -21.79941 32.69779  0.051
C25 17.17280 -25.35964 29.58166  -0.023
C26 17.92615 -25.08738 30.84892  -0.490
O5 17.45052 -25.33902 31.93436  0.063
C27 19.30839 -24.50255 30.74391  -0.018
H51 16.98138 -24.48765 28.95432  0.088
H52 16.20708 -25.80922 29.81214  0.070
H53 17.66458 -26.10540 28.95074  0.092
H54 20.06067 -25.21546 30.39760  0.087
H55 19.66908 -24.22574 31.73575  0.076
H56 19.28513 -23.61796 30.10572  0.086
C28 9.72591 -27.87802 29.57801  -0.017
C29 9.22383 -27.73196 28.16477  -0.476
O6 9.37313 -26.69004 27.56112  0.053
C30 8.79407 -28.99025 27.46323  -0.016
H57 10.57334 -27.24241 29.82100  0.064
H58 9.96146 -28.89047 29.90827  0.084
H59 8.93617 -27.54528 30.26739  0.091
H60 8.11981 -29.61457 28.04447  0.083
H61 9.72696 -29.52601 27.27115  0.100
H62 8.33510 -28.72358 26.51290  0.084
C31 7.24835 -24.07148 32.07843  -0.021
C32 7.09090 -23.93722 33.59103  -0.507
O7 6.64247 -22.94860 34.10573  0.074
C33 7.37311 -25.18144 34.40159  -0.024
H63 7.44599 -23.05355 31.73418  0.085
H64 6.40031 -24.51307 31.56582  0.086
H65 8.17571 -24.63122 31.94116  0.049
H66 7.38462 -24.95223 35.46445  0.077
H67 8.29239 -25.69169 34.11455  0.077
H68 6.54381 -25.86758 34.20000  0.092
C34 13.66582 -20.13899 24.96738  -0.022
C35 14.97967 -19.40808 24.75793  -0.502
O8 16.00891 -20.01635 24.60227  0.069
C36 14.94129 -17.89100 24.65318  -0.022
H69 13.91916 -21.15177 24.65118  0.081
H70 12.85326 -19.72503 24.37416  0.082
H71 13.38134 -20.14156 26.02056  0.070
H72 14.76258 -17.65370 23.59992  0.089
H73 15.93682 -17.50986 24.86627  0.081
H74 14.13683 -17.49378 25.26635  0.076
C37 11.94654 -23.84419 26.66069  -0.059
C38 11.34710 -24.94672 25.79365  -0.281
O9 12.06959 -26.09329 26.14866  0.131
C39 13.17523 -25.74492 26.85232  -0.551
O10 14.04713 -26.47295 27.18798  0.169
O11 13.16399 -24.41974 27.13010  0.061
F1 11.64868 -24.66329 24.47784  0.045
H75 11.30582 -23.54238 27.48174  0.091
H76 12.17038 -22.96934 26.05334  0.133
H77 10.28252 -25.11958 25.89234  0.146

LUMO energy: 0.00798 Ha
strongest force on any atom: 1.770 eV/Å
net charge: 0
orbital gap: 8.199 eV
SMILES string: CC1(C)CCCC(C)(C)N1O.CC1(C)CCCC(C)(C)N1O.O=C1OC[C@@H](F)O1.CC(C)=O.CC(C)=O.CC(C)=O.CC(C)=O.CC(C)=O.CC(C)=O